(1)
Formula: C2H3N3O
Source: OMol25
Level of theory: the ωB97M-V functional and the def2-TZVPD basis

Output
* energy relative to the best compared isomer or geometry (same formula, charge and spin): 70.8 kcal/mol
* total energy: -8637.4246 eV
* HOMO level: -9.56 eV

Geometry as ORCA input:
```
! wB97M-V def2-TZVPD RIJCOSX def2/J DEFGRID3
* xyz 0 1
N 0.5725 -1.1521 1.4400
C 0.0129 -0.5463 0.2427
N 0.4920 -0.6102 -0.9375
N 0.0463 0.7063 -1.3989
C -0.7123 1.2500 -0.5310
O -0.5032 0.5460 0.6201
H 0.1538 -1.3479 2.3188
H 1.3876 -2.0377 1.2650
H -1.0951 2.1872 -0.5398
*
```

Atomic partial charges in e from the Löwdin method, atoms 1 to 4: 0.089 -0.562 0.123 0.062


(2)
Formula: C2H3N3O
Source: OMol25
Level of theory: the ωB97M-V functional and the def2-TZVPD basis

Output
* energy relative to the best compared isomer or geometry (same formula, charge and spin): 40.1 kcal/mol
* total energy: -8638.7548 eV
* HOMO level: -9.43 eV

Geometry as ORCA input:
```
! wB97M-V def2-TZVPD RIJCOSX def2/J DEFGRID3
* xyz 0 1
N -1.0916 -1.2818 0.4183
C -0.2853 -0.3022 -0.0741
N -0.5969 0.8616 0.4494
O 0.5397 1.6079 0.2614
C 1.3477 0.8524 -0.4604
N 0.9086 -0.3351 -0.7448
H -1.4453 -2.0480 -0.1394
H -1.6670 -0.6622 1.0009
H 2.2902 1.3073 -0.7112
*
```

Atomic partial charges in e from the Löwdin method, atoms 1 to 4: 0.129 -0.503 0.080 -0.008